Formula: C6H21N10NiO8
Source: the OMol25 dataset
Level of theory: ωB97M-V with the def2-TZVPD basis set

Expectation value of S²: 2.003
HOMO level (spin up / spin down) in eV: -10.53 / -10.51
Relative energy (zero: lowest compared OMol25 entry of this formula, charge and spin) in kJ/mol: 442.44
HOMO-LUMO gap (spin up / spin down) in eV: 8.1586 / 8.1436

Geometry as ORCA input:
```
! wB97M-V def2-TZVPD RIJCOSX def2/J DEFGRID3
* xyz 1 3
Ni 0.171 -0.206 0.536
O 0.807 0.705 2.189
O -0.540 -0.684 -1.265
O 0.661 -2.169 0.557
O 2.115 2.434 2.404
O -0.375 1.797 0.007
O 0.413 2.257 3.785
O 2.081 0.195 -0.186
O -1.596 -0.749 1.370
N -1.725 3.525 0.296
N -3.206 -2.275 1.220
N -0.655 3.325 -1.553
N 3.364 1.853 0.040
N -0.710 0.238 -3.271
N -3.329 -0.777 2.703
N 0.655 -4.214 -0.417
N -2.068 -1.297 -2.693
N 3.664 0.820 -1.761
N 2.044 -3.796 1.126
C 1.051 1.772 2.823
C -2.625 -1.293 1.742
C -1.062 -0.591 -2.348
C 2.999 0.845 -0.649
C -0.930 2.749 -0.415
C 1.069 -3.326 0.412
H -1.415 0.404 -3.975
H -3.015 0.119 3.049
H -4.205 -2.423 1.246
H -3.978 -1.343 3.230
H 0.090 0.844 -3.159
H 4.436 1.457 -1.896
H -0.147 -3.934 -0.962
H -2.631 -2.512 0.424
H 3.389 0.075 -2.385
H -2.197 -2.108 -2.105
H 4.152 2.448 -0.170
H -1.989 4.420 -0.089
H 2.888 1.951 0.926
H -1.875 3.271 1.262
H 2.493 -3.021 1.594
H -1.182 4.169 -1.727
H 0.047 2.914 -2.152
H -2.442 -1.095 -3.609
H 1.939 3.126 3.047
H 0.962 -5.163 -0.257
H 2.406 -4.736 1.055
*
```